[1]
The following is a DFT calculation (the ωB97M-V functional and the def2-TZVPD basis) of C33H45CaN6SSi2Te as an isolated structure.

energy above the lowest of the compared OMol25 structures with the same formula, charge and spin: 0.352 eV
HOMO-LUMO gap: 6.7 eV
HOMO energy: -9.041 eV
M: 781.68 g/mol

Geometry as ORCA input:
```
! RIJCOSX wB97M-V def2-TZVPD def2/J DEFGRID3
* xyz 1 1
Ca -0.52 -0.31 -0.12
C -5.46 1.37 -4.89
C -4.73 0.71 -3.76
C -5.32 0.57 -2.51
C -4.64 0.02 -1.45
C -3.31 -0.44 -1.56
N -2.61 -0.88 -0.46
C -3.24 -1.75 0.40
C -4.02 -2.81 -0.10
C -4.58 -3.77 0.72
C -4.37 -3.75 2.10
C -4.90 -4.84 2.98
C -3.63 -2.70 2.61
C -3.10 -1.69 1.80
N -2.52 -0.58 2.46
C -2.98 -0.05 3.61
C -2.16 1.01 3.95
C -1.22 1.05 2.92
N -1.45 0.09 2.03
C -2.75 -0.37 -2.85
C -3.44 0.23 -3.91
N -1.51 -1.00 -3.18
C -1.28 -1.71 -4.31
C 0.01 -2.19 -4.26
C 0.49 -1.73 -3.04
N -0.43 -1.02 -2.39
H -6.50 1.05 -4.93
H -4.99 1.14 -5.85
H -5.45 2.46 -4.77
H -6.34 0.91 -2.36
H -5.11 -0.04 -0.47
H -4.17 -2.87 -1.17
H -5.17 -4.56 0.28
H -5.85 -5.22 2.60
H -5.06 -4.48 4.00
H -4.21 -5.68 3.03
H -3.44 -2.66 3.68
H -3.86 -0.43 4.09
H -2.25 1.66 4.80
H -0.39 1.73 2.78
H -2.95 0.31 -4.87
H -2.06 -1.83 -5.05
H 0.51 -2.79 -4.99
H 1.46 -1.89 -2.59
S 1.54 -1.68 2.28
C 2.35 -1.12 3.63
N 2.60 0.22 3.78
C 3.27 0.76 4.83
C 3.73 -0.03 5.83
C 3.50 -1.42 5.74
C 2.83 -1.95 4.67
H 2.29 0.82 3.03
H 3.40 1.83 4.80
H 4.26 0.40 6.67
H 3.85 -2.08 6.52
H 2.64 -3.01 4.59
C 6.51 -1.39 -1.00
Si 5.42 -0.05 -0.24
C 5.85 1.64 -0.97
C 5.59 -0.01 1.63
C 3.62 -0.49 -0.64
Te 2.25 1.00 0.04
C 2.13 2.10 -1.80
Si 0.86 3.51 -1.68
C 0.64 4.26 -3.38
C -0.77 2.72 -1.10
C 1.42 4.79 -0.42
H 7.56 -1.23 -0.75
H 6.43 -1.41 -2.08
H 6.23 -2.38 -0.63
H 6.87 1.92 -0.71
H 5.19 2.42 -0.59
H 5.78 1.64 -2.06
H 6.64 0.14 1.92
H 5.25 -0.94 2.09
H 5.02 0.81 2.06
H 3.34 -1.41 -0.13
H 3.44 -0.61 -1.71
H 1.76 1.38 -2.54
H 3.12 2.42 -2.09
H 0.31 3.52 -4.11
H 1.58 4.68 -3.75
H -0.09 5.07 -3.37
H -1.06 1.89 -1.74
H -1.60 3.43 -1.13
H -0.71 2.41 -0.05
H 2.34 5.28 -0.75
H 1.62 4.35 0.56
H 0.67 5.56 -0.29
*
```

[2]
The following is a DFT calculation (the ωB97M-V functional and the def2-TZVPD basis) of one molecule with the formula C33H45N5O4 in a non-equilibrium geometry.

energy above the lowest of the compared OMol25 structures with the same formula, charge and spin: 0.000 eV
HOMO-LUMO gap: 5.6 eV
HOMO energy: -6.503 eV
M: 575.75 g/mol

Geometry as ORCA input:
```
! RIJCOSX wB97M-V def2-TZVPD def2/J DEFGRID3
* xyz 0 1
C -3.75 0.67 3.05
O -2.63 -0.24 3.06
C -1.52 0.45 2.73
O -1.60 1.63 2.40
C -0.19 -0.24 2.78
C 1.01 0.65 2.74
O 1.04 1.84 2.50
O 2.14 -0.05 3.01
C 3.26 0.83 3.01
N 0.05 -1.52 2.74
N -0.83 -2.45 2.69
H -4.66 0.11 3.29
H -3.57 1.46 3.81
H -3.81 1.15 2.06
H 4.13 0.22 3.22
H 3.35 1.32 2.02
H 3.13 1.61 3.77
C -1.50 -3.09 6.00
C -2.10 -4.36 5.40
C -3.45 -4.69 6.05
C -1.15 -5.56 5.53
C -0.78 -5.96 6.82
C -0.11 -7.16 7.02
C 0.18 -7.99 5.94
C -0.16 -7.61 4.64
C 0.18 -8.56 3.48
C 0.13 -10.04 3.87
C 1.51 -8.20 2.83
C -0.75 -6.35 4.42
N -1.19 -6.00 3.09
N -1.99 -6.87 2.44
N -2.27 -6.26 1.26
C -3.47 -6.57 0.55
C -4.58 -5.69 0.61
C -4.68 -4.50 1.58
C -5.83 -4.69 2.57
C -4.80 -3.17 0.84
C -5.67 -5.97 -0.21
C -5.69 -7.10 -1.03
C -4.63 -8.00 -1.00
C -3.51 -7.76 -0.20
C -2.35 -8.75 -0.20
C -1.61 -8.70 -1.53
C -2.82 -10.17 0.11
C -1.53 -5.09 1.13
C -1.51 -4.33 -0.13
C -0.98 -4.86 2.32
C -0.12 -3.70 2.71
H -0.52 -2.87 5.56
H -2.16 -2.24 5.79
H -1.38 -3.20 7.09
H -2.27 -4.18 4.34
H -3.85 -5.63 5.65
H -3.34 -4.79 7.14
H -4.17 -3.89 5.85
H -1.08 -5.33 7.66
H 0.16 -7.47 8.03
H 0.66 -8.95 6.11
H -0.62 -8.42 2.74
H -0.82 -10.27 4.37
H 0.19 -10.66 2.98
H 0.96 -10.31 4.53
H 1.51 -7.15 2.52
H 2.33 -8.35 3.55
H 1.69 -8.83 1.95
H -3.74 -4.48 2.16
H -5.73 -5.65 3.10
H -5.82 -3.89 3.33
H -6.80 -4.67 2.06
H -4.05 -3.07 0.05
H -5.79 -3.08 0.37
H -4.66 -2.33 1.54
H -6.52 -5.28 -0.20
H -6.55 -7.29 -1.68
H -4.64 -8.90 -1.62
H -1.67 -8.43 0.61
H -1.28 -7.68 -1.76
H -0.72 -9.35 -1.50
H -2.26 -9.05 -2.34
H -3.33 -10.20 1.09
H -3.53 -10.52 -0.65
H -1.98 -10.86 0.15
H -0.62 -3.67 -0.14
H -1.47 -4.98 -1.02
H -2.40 -3.69 -0.21
H 0.70 -3.65 1.97
H 0.34 -3.92 3.70
*
```

Question: Look up the M of the second one.
Answer: 575.75 g/mol

Copy entry 2 word for word.
The following is a DFT calculation (the ωB97M-V functional and the def2-TZVPD basis) of one molecule with the formula C33H45N5O4 in a non-equilibrium geometry.

energy above the lowest of the compared OMol25 structures with the same formula, charge and spin: 0.000 eV
HOMO-LUMO gap: 5.6 eV
HOMO energy: -6.503 eV
M: 575.75 g/mol

Geometry as ORCA input:
```
! RIJCOSX wB97M-V def2-TZVPD def2/J DEFGRID3
* xyz 0 1
C -3.75 0.67 3.05
O -2.63 -0.24 3.06
C -1.52 0.45 2.73
O -1.60 1.63 2.40
C -0.19 -0.24 2.78
C 1.01 0.65 2.74
O 1.04 1.84 2.50
O 2.14 -0.05 3.01
C 3.26 0.83 3.01
N 0.05 -1.52 2.74
N -0.83 -2.45 2.69
H -4.66 0.11 3.29
H -3.57 1.46 3.81
H -3.81 1.15 2.06
H 4.13 0.22 3.22
H 3.35 1.32 2.02
H 3.13 1.61 3.77
C -1.50 -3.09 6.00
C -2.10 -4.36 5.40
C -3.45 -4.69 6.05
C -1.15 -5.56 5.53
C -0.78 -5.96 6.82
C -0.11 -7.16 7.02
C 0.18 -7.99 5.94
C -0.16 -7.61 4.64
C 0.18 -8.56 3.48
C 0.13 -10.04 3.87
C 1.51 -8.20 2.83
C -0.75 -6.35 4.42
N -1.19 -6.00 3.09
N -1.99 -6.87 2.44
N -2.27 -6.26 1.26
C -3.47 -6.57 0.55
C -4.58 -5.69 0.61
C -4.68 -4.50 1.58
C -5.83 -4.69 2.57
C -4.80 -3.17 0.84
C -5.67 -5.97 -0.21
C -5.69 -7.10 -1.03
C -4.63 -8.00 -1.00
C -3.51 -7.76 -0.20
C -2.35 -8.75 -0.20
C -1.61 -8.70 -1.53
C -2.82 -10.17 0.11
C -1.53 -5.09 1.13
C -1.51 -4.33 -0.13
C -0.98 -4.86 2.32
C -0.12 -3.70 2.71
H -0.52 -2.87 5.56
H -2.16 -2.24 5.79
H -1.38 -3.20 7.09
H -2.27 -4.18 4.34
H -3.85 -5.63 5.65
H -3.34 -4.79 7.14
H -4.17 -3.89 5.85
H -1.08 -5.33 7.66
H 0.16 -7.47 8.03
H 0.66 -8.95 6.11
H -0.62 -8.42 2.74
H -0.82 -10.27 4.37
H 0.19 -10.66 2.98
H 0.96 -10.31 4.53
H 1.51 -7.15 2.52
H 2.33 -8.35 3.55
H 1.69 -8.83 1.95
H -3.74 -4.48 2.16
H -5.73 -5.65 3.10
H -5.82 -3.89 3.33
H -6.80 -4.67 2.06
H -4.05 -3.07 0.05
H -5.79 -3.08 0.37
H -4.66 -2.33 1.54
H -6.52 -5.28 -0.20
H -6.55 -7.29 -1.68
H -4.64 -8.90 -1.62
H -1.67 -8.43 0.61
H -1.28 -7.68 -1.76
H -0.72 -9.35 -1.50
H -2.26 -9.05 -2.34
H -3.33 -10.20 1.09
H -3.53 -10.52 -0.65
H -1.98 -10.86 0.15
H -0.62 -3.67 -0.14
H -1.47 -4.98 -1.02
H -2.40 -3.69 -0.21
H 0.70 -3.65 1.97
H 0.34 -3.92 3.70
*
```